C32H32BrN5O6P2SY | ωB97M-V/def2-TZVPD

Each line ends with the Löwdin charge.
Cartesian coordinates (Å):
Y: 1.138 -1.739 -0.567  1.436
O: 1.892 2.062 1.350  0.049
C: 1.870 1.089 0.631  -0.549
O: 0.991 0.113 0.560  -0.209
C: 3.088 0.838 -0.322  -0.116
C: 4.295 1.555 -0.501  0.015
C: 5.300 0.991 -1.284  -0.082
C: 5.165 -0.178 -1.988  0.019
C: 3.838 -0.808 -1.914  -0.124
N: 2.954 -0.295 -1.017  0.051
C: 3.603 -2.134 -2.517  -0.542
O: 4.165 -2.550 -3.583  -0.005
O: 2.629 -2.780 -1.899  -0.179
H: 4.377 2.503 -0.107  0.084
H: 6.344 1.456 -1.360  0.128
H: 5.864 -0.482 -2.777  0.119
C: -0.659 -6.042 -0.430  -0.065
C: -0.473 -4.574 -0.258  -0.267
N: 0.743 -4.105 0.077  -0.118
N: 1.729 -4.910 0.401  -0.034
C: 2.660 -4.266 1.136  -0.897
N: 3.820 -4.974 1.240  0.054
S: 2.454 -2.765 1.987  0.490
C: -1.634 -3.724 -0.349  -0.219
C: -2.980 -4.197 -0.303  -0.005
C: -4.079 -3.346 -0.447  -0.060
C: -3.797 -2.016 -0.695  -0.078
C: -2.493 -1.585 -0.825  -0.090
N: -1.432 -2.424 -0.665  0.062
H: 0.290 -6.539 -0.777  0.086
H: -1.498 -6.292 -1.068  0.062
H: -0.778 -6.521 0.574  0.096
H: 3.830 -5.952 0.911  0.106
H: 4.544 -4.655 1.887  0.083
H: -3.081 -5.282 -0.179  0.099
H: -5.087 -3.641 -0.375  0.089
H: -4.563 -1.208 -0.834  0.121
H: -2.324 -0.549 -1.118  0.102
C: 0.406 0.976 4.267  -0.330
P: -1.259 1.659 4.268  0.868
C: -1.524 1.792 6.146  -0.292
C: -0.899 3.402 3.970  -0.429
C: 0.092 4.024 4.743  -0.092
C: 0.275 5.428 4.615  -0.063
C: -0.485 6.194 3.692  -0.084
C: -1.467 5.596 2.932  -0.113
C: -1.577 4.186 2.974  -0.400
P: -2.205 3.305 1.525  0.845
C: -3.965 3.722 1.697  -0.329
C: -1.668 4.458 0.242  -0.303
H: 1.006 1.117 3.307  0.043
H: 0.286 -0.123 4.526  0.054
H: 1.105 1.439 5.001  0.034
H: -2.097 0.923 6.467  0.013
H: -2.202 2.576 6.407  0.015
H: -0.579 1.886 6.705  0.031
H: 0.651 3.519 5.505  0.080
H: 0.915 5.965 5.268  0.078
H: -0.407 7.259 3.670  0.086
H: -2.137 6.126 2.338  0.071
H: -4.152 4.785 1.798  0.020
H: -4.445 3.184 2.524  0.030
H: -4.456 3.350 0.722  0.057
H: -2.167 5.351 0.420  -0.011
H: -1.847 4.058 -0.786  0.054
H: -0.542 4.441 0.310  0.069
Br: -0.442 -0.927 -9.244  0.721
C: -0.616 -1.001 -7.391  -0.712
C: 0.545 -1.438 -6.679  -0.112
C: 0.638 -1.132 -5.330  0.000
C: -0.495 -0.662 -4.659  -0.109
C: -1.711 -0.422 -5.332  -0.033
C: -1.791 -0.585 -6.707  -0.124
C: -0.410 -0.367 -3.150  -0.580
O: -1.070 0.563 -2.686  0.019
O: 0.480 -1.092 -2.559  -0.170
H: 1.219 -1.984 -7.251  0.067
H: 1.520 -1.365 -4.778  0.107
H: -2.594 -0.058 -4.796  0.118
H: -2.635 -0.197 -7.288  0.098

## Properties
**ΔE to the lowest compared entry with this formula, charge and spin**: 61.59 kcal/mol
**LUMO energy**: 2.0 eV
**Multiplicity**: 1
**Molecular weight**: 845.46 g/mol
**F_max**: 4.8 eV Å⁻¹
**Total charge**: -1